# 1
{"formula": "C5H8O", "method": "ωB97M-V with the def2-TZVPD basis set", "symbols": ["O", "C", "C", "C", "C", "C", "H", "H", "H", "H", "H", "H", "H", "H"], "coordinates": [[0.55596, 0.12907, 1.95966], [0.02785, -0.11219, 0.70684], [-0.78879, 0.91719, -0.10345], [0.32979, 0.88158, -1.15783], [0.81591, -0.44314, -0.53783], [-0.20504, -1.43317, 0.09906], [-0.10239, -0.11889, 2.61856], [-1.02123, 1.85744, 0.39290], [-1.70253, 0.46955, -0.51026], [1.06523, 1.65802, -0.89663], [0.08929, 0.99598, -2.22084], [1.81200, -0.84304, -0.69878], [0.28238, -2.24671, 0.64354], [-1.18003, -1.70746, -0.30721]], "atomic_forces_ev_per_a": [[-0.177, -0.087, 0.273], [-0.126, -0.045, -0.148], [-0.117, 0.182, 0.119], [-0.059, -0.084, -0.199], [0.200, -0.126, -0.073], [-0.045, -0.062, -0.129], [0.050, 0.021, 0.047], [0.155, 0.055, -0.105], [-0.001, 0.169, 0.331], [-0.076, -0.340, -0.156], [-0.127, -0.286, 0.132], [-0.004, 0.227, 0.425], [0.110, 0.209, -0.436], [0.216, 0.168, -0.083]], "mulliken_charge": [-0.50, 0.56, -0.67, -0.50, -0.31, -0.87, 0.34, 0.32, 0.23, 0.21, 0.31, 0.37, 0.27, 0.22], "energy_ha": -270.46979, "homo_energy_ev": -9.522, "molar_mass_da": 84.12, "smiles": "O[C@@]12CC[C@@H]1C2", "homo_lumo_gap_ev": 10.435}

---

# 2
{"formula": "C2H9B2NO5P", "method": "ωB97M-V with the def2-TZVPD basis set", "symbols": ["N", "B", "O", "C", "P", "O", "O", "C", "O", "B", "O", "H", "H", "H", "H", "H", "H", "H", "H", "H"], "coordinates": [[2.65577, -0.19251, -0.13007], [1.51174, 0.73932, -0.02957], [1.71562, 2.09854, -0.24569], [0.06896, 0.18625, 0.25550], [-1.17615, 1.57660, 0.61823], [-2.09407, 1.47512, -0.74572], [-2.27854, 0.87483, 1.63033], [-0.02815, -1.03492, 1.20625], [-0.50540, -2.10250, 0.43556], [-1.01554, -1.56832, -0.85110], [-0.12562, -0.33548, -1.06800], [3.50535, 0.26888, 0.18159], [2.83561, -0.54912, -1.06010], [2.28227, 2.25927, -1.00547], [-1.51941, 1.26546, -1.49761], [-3.10742, 0.70655, 1.16533], [-0.64645, -0.81671, 2.08432], [0.97616, -1.29404, 1.56378], [-0.86179, -2.36066, -1.77561], [-2.19295, -1.19653, -0.73194]], "atomic_forces_ev_per_a": [[0.227, 0.524, -0.043], [0.229, -0.319, -0.109], [-0.517, 0.055, -0.207], [-0.171, 0.298, 0.096], [0.032, -0.240, 0.196], [0.117, 0.833, -0.166], [-0.217, 0.230, 0.277], [0.370, -0.092, -0.091], [-0.119, 0.040, -0.016], [0.012, -0.169, 0.107], [-0.138, 0.171, -0.060], [0.036, 0.007, -0.184], [-0.263, -0.366, 0.111], [0.375, -0.042, 0.296], [-0.024, -0.612, 0.067], [0.171, -0.317, -0.166], [-0.185, -0.050, -0.082], [0.006, 0.046, 0.062], [0.017, 0.025, 0.023], [0.044, -0.020, -0.112]], "mulliken_charge": [-0.60, 0.56, -0.71, 0.57, 0.00, -0.49, -0.46, -0.47, -0.62, 0.83, -0.87, 0.20, 0.22, 0.29, 0.32, 0.27, 0.27, 0.25, -0.27, -0.29], "energy_ha": -903.81110, "charge": -1, "homo_energy_ev": -3.764, "molar_mass_da": 179.69, "homo_lumo_gap_ev": 6.656}

---

# 3
{"formula": "C3H2ClNO", "method": "ωB97M-V with the def2-TZVPD basis set", "symbols": ["O", "C", "Cl", "C", "N", "C", "H", "H"], "coordinates": [[0.25730, 2.56803, 0.10739], [0.38907, 1.44181, -0.19255], [1.63120, 0.94013, -1.26493], [-0.18653, 0.21176, 0.30049], [-0.58734, -0.39100, 1.37681], [-0.46256, -1.21332, 0.10377], [-1.40342, -1.51726, -0.33006], [0.36227, -2.04015, -0.10092]], "atomic_forces_ev_per_a": [[-0.882, 0.812, 0.427], [0.808, -0.028, 0.287], [1.179, -0.184, -1.242], [-2.143, -2.956, 2.606], [1.421, 1.311, -2.102], [1.237, -1.087, -0.864], [-0.199, 0.145, -0.138], [-1.420, 1.987, 1.025]], "mulliken_charge": [-0.37, 0.43, -0.15, 0.29, -0.41, -0.19, 0.20, 0.19], "energy_ha": -705.60906, "homo_energy_ev": -10.811, "molar_mass_da": 103.51, "smiles": "O=C(Cl)C1=NC1", "homo_lumo_gap_ev": 9.890}

---

# 4
{"formula": "C7H12", "method": "ωB97M-V with the def2-TZVPD basis set", "symbols": ["C", "C", "C", "C", "C", "C", "C", "H", "H", "H", "H", "H", "H", "H", "H", "H", "H", "H", "H"], "coordinates": [[0.89584, 0.68799, -0.36407], [-2.27686, -1.07656, -0.87558], [1.00396, -0.17931, 0.83687], [1.95102, 0.95632, 0.63857], [-2.84807, 0.27771, -1.20409], [-1.97842, -1.33444, 0.39501], [3.41460, 0.78278, 0.26031], [0.32058, -0.01495, 1.76574], [1.11418, -1.20409, 0.55661], [1.59563, 1.78115, 1.31927], [-2.00660, 1.00278, -1.23395], [-3.39122, 0.25477, -2.16350], [-3.57140, 0.45202, -0.47305], [-1.42716, -2.18917, 0.59159], [-2.04007, -1.61740, -1.75555], [-2.15391, -0.74312, 1.27742], [3.73588, -0.15125, 0.79685], [4.16195, 1.58123, 0.44414], [3.50009, 0.73351, -0.81258]], "atomic_forces_ev_per_a": [[0.106, 0.070, 0.251], [-0.229, 2.145, 1.115], [-1.955, 1.007, 1.978], [-0.054, 1.167, 0.461], [0.715, -0.658, -1.542], [-0.148, -0.228, -1.206], [0.563, -0.157, 0.651], [1.140, -0.530, -1.933], [0.301, -0.632, -0.031], [0.805, -0.723, -0.665], [-0.785, -0.183, 0.007], [0.404, 0.211, 0.191], [-1.010, 1.084, 1.313], [0.856, -1.828, 0.517], [0.541, -1.212, -0.141], [-0.420, 0.596, -0.249], [0.124, 0.825, -0.913], [-0.871, -0.120, 0.716], [-0.085, -0.833, -0.520]], "mulliken_charge": [-0.38, 0.14, -0.59, 0.48, -1.00, -0.98, -1.23, 0.19, 0.25, 0.31, 0.20, 0.31, 0.34, 0.38, 0.36, 0.27, 0.28, 0.31, 0.36], "energy_ha": -273.68487, "homo_energy_ev": -8.924, "molar_mass_da": 96.17, "homo_lumo_gap_ev": 8.660}

---

# 5
{"formula": "C19H20BeNO2S4", "method": "ωB97M-V with the def2-TZVPD basis set", "symbols": ["Be", "O", "C", "S", "C", "C", "S", "S", "S", "C", "C", "C", "C", "C", "C", "C", "O", "C", "C", "C", "H", "H", "H", "H", "H", "H", "H", "H", "H", "H", "H", "H", "C", "C", "C", "C", "C", "C", "N", "H", "H", "H", "H", "H", "H", "H", "H"], "coordinates": [[1.08043, 1.52646, -1.30134], [-3.95319, 5.48483, -1.10652], [-2.94269, 4.82824, -1.21142], [-1.60110, 4.88369, -0.06486], [-0.56681, 3.69797, -0.85881], [-1.05280, 3.13639, -1.98353], [-0.19944, 1.96329, -2.94010], [-2.64625, 3.67187, -2.51172], [0.97849, 3.33996, -0.16386], [-3.72085, -2.85171, 3.62767], [-2.78167, -2.25847, 2.61597], [-2.92890, -0.95151, 2.17685], [-2.06490, -0.38523, 1.24870], [-2.28403, 1.03521, 0.81661], [-1.01022, -1.17992, 0.74019], [-0.02909, -0.64115, -0.17374], [0.06588, 0.54025, -0.45122], [-0.85717, -2.51855, 1.16819], [0.25628, -3.39897, 0.65760], [-1.74243, -3.02847, 2.09705], [-4.38836, -2.09496, 4.03662], [-3.16291, -3.30390, 4.44897], [-4.32746, -3.63654, 3.17133], [-3.73853, -0.34911, 2.57297], [-3.22171, 1.41921, 1.21756], [-2.30551, 1.12165, -0.27045], [-1.46875, 1.67737, 1.15658], [0.67594, -1.33979, -0.63950], [0.15996, -3.57640, -0.41522], [0.23151, -4.36378, 1.16110], [1.23641, -2.95294, 0.83019], [-1.62531, -4.05172, 2.43842], [2.76579, 0.33443, 1.04284], [3.25296, 0.25248, -0.37344], [4.41571, -0.34108, -0.81114], [4.43804, -0.21207, -2.22231], [3.28871, 0.45732, -2.57659], [2.82236, 0.83212, -3.94830], [2.55232, 0.74900, -1.45660], [3.61352, 0.29718, 1.72738], [2.09691, -0.49781, 1.29743], [2.21613, 1.25760, 1.22828], [5.16449, -0.80425, -0.18376], [5.20882, -0.54954, -2.90008], [3.60643, 0.61600, -4.67472], [2.56722, 1.89161, -4.00503], [1.92577, 0.27377, -4.23423]], "atomic_forces_ev_per_a": [[0.412, 0.363, -0.437], [0.040, 0.005, -0.018], [-0.029, -0.032, 0.051], [0.022, -0.033, -0.054], [-0.450, 0.127, -0.127], [-0.192, 0.250, 0.187], [0.225, -0.138, -0.233], [0.087, -0.034, 0.031], [0.350, -0.186, 0.040], [0.023, 0.019, -0.029], [0.073, -0.001, -0.060], [-0.039, -0.093, 0.055], [0.191, 0.028, -0.193], [-0.023, 0.047, 0.022], [-0.461, -0.179, 0.481], [0.396, -0.142, -0.413], [-0.634, -0.084, 0.631], [0.048, 0.143, -0.101], [-0.011, 0.036, -0.034], [-0.098, -0.037, 0.092], [-0.016, -0.017, 0.008], [-0.025, -0.003, 0.015], [-0.020, 0.004, 0.019], [0.006, 0.023, -0.021], [-0.005, -0.057, 0.036], [0.025, 0.059, 0.016], [-0.006, 0.014, -0.064], [0.104, 0.006, 0.033], [0.036, -0.013, 0.011], [-0.012, -0.005, 0.003], [0.019, -0.025, -0.008], [0.030, 0.001, -0.013], [-0.033, 0.078, -0.178], [0.126, -0.105, -0.102], [0.003, -0.030, 0.086], [0.007, 0.031, -0.071], [-0.056, 0.004, -0.086], [-0.007, 0.022, 0.120], [-0.083, -0.070, 0.256], [-0.008, -0.035, 0.011], [0.019, 0.009, 0.097], [-0.025, 0.022, 0.051], [-0.016, 0.019, 0.012], [-0.024, 0.004, -0.012], [-0.003, -0.003, -0.015], [0.018, -0.018, -0.056], [0.016, 0.026, -0.037]], "mulliken_charge": [-0.48, -0.63, 0.62, -0.17, 0.13, 0.10, -0.40, -0.20, -0.41, -1.52, 0.79, -1.08, 0.63, -1.07, 0.62, -0.47, -0.11, 1.20, -1.79, -0.85, 0.35, 0.36, 0.31, 0.30, 0.38, 0.24, 0.18, 0.52, 0.39, 0.35, 0.34, 0.35, -1.12, 0.67, -1.01, -0.85, 0.59, -1.39, 0.73, 0.43, 0.06, 0.17, 0.45, 0.41, 0.35, 0.30, 0.22], "energy_ha": -2548.98945, "charge": -1, "homo_energy_ev": -3.668, "molar_mass_da": 431.65, "homo_lumo_gap_ev": 5.339}

---

# 6
{"formula": "C7H10N2O2PS", "method": "ωB97M-V with the def2-TZVPD basis set", "symbols": ["O", "P", "O", "S", "N", "C", "N", "C", "C", "C", "C", "C", "C", "H", "H", "H", "H", "H", "H", "H", "H", "H", "H"], "coordinates": [[4.01922, 0.07983, 0.51241], [3.97202, -1.34977, -0.14368], [3.61297, -2.23957, 1.17378], [5.43272, -2.22156, -1.52617], [2.39131, -1.26329, -0.77471], [1.33653, -0.66161, -0.20440], [0.17190, -0.47890, -0.78142], [-0.97928, 0.17602, -0.30740], [-1.97151, 0.50911, -1.29411], [-3.18167, 1.03881, -0.89446], [-3.32412, 1.41615, 0.46338], [-2.34121, 1.24711, 1.41410], [-1.21314, 0.47085, 1.05186], [4.97652, 0.20042, 0.78696], [3.52413, -3.25337, 1.20663], [2.36224, -1.63998, -1.67454], [1.58537, -0.28002, 0.73730], [0.16054, -0.96263, -1.67710], [-1.71162, 0.62344, -2.34912], [-4.05510, 0.90782, -1.57183], [-4.22899, 1.95523, 0.79017], [-2.36734, 1.69622, 2.42854], [-0.62692, 0.11185, 1.79083]], "atomic_forces_ev_per_a": [[2.188, 0.090, 0.221], [1.896, -4.057, -0.891], [0.284, -1.148, -0.160], [-3.284, 2.178, 2.924], [-0.789, 0.807, 0.426], [0.391, -0.041, -1.188], [2.163, -1.271, -0.091], [-2.413, 1.067, 0.199], [1.419, 0.580, 0.668], [-0.574, -1.087, 1.058], [-1.208, 0.972, -0.216], [1.235, -0.543, -0.308], [-1.923, 1.134, -2.952], [-1.290, 0.459, -0.115], [0.565, 2.305, -0.639], [-0.465, -0.656, -1.869], [-0.322, 0.761, 1.456], [-0.812, 0.445, -0.102], [-0.058, -1.001, 0.114], [0.802, 1.069, 0.449], [0.358, -0.467, -0.385], [-0.370, -0.657, -0.808], [2.209, -0.938, 2.208]], "mulliken_charge": [-0.46, 0.58, -0.52, -0.29, -0.30, 0.16, -0.05, 0.71, -0.42, -0.60, -0.30, -0.65, -0.42, 0.37, 0.38, 0.23, 0.42, 0.27, 0.32, 0.36, 0.34, 0.36, 0.50], "energy_ha": -1272.06632, "charge": 1, "homo_energy_ev": -12.444, "molar_mass_da": 217.21, "smiles": "OP(O)(=S)/[NH+]=C/Nc1ccccc1", "homo_lumo_gap_ev": 8.184}